Entry 1:
C11H29F6N7O11S2V | wB97M-V/def2-TZVPD

Geometry as XYZ:
```
67
Properties=species:S:1:pos:R:3:forces:R:3
O 0.27265 -0.57398 0.39375 0.03 2.81 -0.14
V 0.37030 1.03311 0.27320 1.81 -3.62 1.67
C 4.34469 1.36156 1.87717 -0.28 -0.07 0.10
C 2.97720 0.74889 2.23536 -0.79 -0.30 0.21
O 1.84158 1.32318 1.65655 -0.62 1.04 -1.35
H 4.85335 0.82820 1.07274 -0.03 0.07 -0.02
H 4.97848 1.35417 2.76493 0.14 -0.15 -0.09
H 4.23632 2.41104 1.61588 0.11 0.14 -0.04
H 2.84774 0.87315 3.32191 0.15 -0.24 -0.03
H 3.00196 -0.32867 2.01383 0.08 0.01 0.14
C -2.47816 -1.19207 -1.80147 -0.24 0.54 -0.59
F -2.17737 -2.45078 -2.07550 0.06 -0.42 0.06
F -3.63540 -0.89374 -2.38661 0.12 -0.12 0.00
F -2.61420 -1.03258 -0.49967 0.01 -0.10 0.46
S -1.10278 -0.11246 -2.46753 0.37 -0.12 1.11
O 0.06630 -0.91898 -2.34786 0.14 -0.19 -0.08
O -1.51351 0.32985 -3.75145 -0.10 0.38 -0.38
N -1.02742 1.09639 -1.31565 -0.92 -0.32 -1.81
S -2.08221 2.28367 -1.62395 -0.05 0.90 0.72
O -3.27384 1.86996 -2.27804 -0.24 -0.37 -0.28
O -2.24078 3.07641 -0.43696 0.15 0.16 -0.20
C -1.20675 3.40273 -2.86904 0.41 -0.35 0.29
F 0.03064 2.96950 -3.11654 -0.10 0.10 0.01
F -1.87653 3.42307 -4.00287 -0.19 0.14 -0.15
F -1.12796 4.64831 -2.38394 -0.10 -0.03 -0.11
C -2.29367 1.25910 2.22469 -0.72 0.08 0.42
O -1.26271 1.35100 1.56892 1.10 0.11 -0.44
N -2.40651 0.34919 3.23192 0.10 0.15 -0.11
N -3.34384 2.08677 1.98473 0.61 -0.49 0.34
H -1.66138 -0.31005 3.36183 0.16 0.09 -0.11
H -3.19090 0.27755 3.85113 -0.16 0.13 -0.15
H -4.21618 1.94191 2.45378 -0.15 0.09 -0.14
H -3.24847 2.65801 1.15518 -0.17 0.03 0.00
C 1.27647 4.12897 -0.02059 0.00 0.12 0.36
O 0.49989 3.20184 -0.28888 0.02 -0.13 0.34
N 0.84538 5.42452 -0.10601 0.36 -0.88 -0.10
N 2.54642 3.88680 0.39467 -0.57 0.78 -0.75
H -0.11315 5.55336 -0.37443 0.00 0.10 -0.12
H 1.44396 6.20428 0.08168 -0.06 0.07 0.04
H 3.16675 4.66251 0.53169 0.14 -0.14 0.32
H 2.70412 2.96545 0.77650 -0.16 -0.31 0.25
C 2.91998 0.69182 -1.89068 0.32 -0.39 0.18
O 1.90253 0.91221 -1.23915 -0.03 0.50 0.27
N 2.92498 -0.22778 -2.89444 0.11 0.48 0.20
N 4.11659 1.31835 -1.63480 -0.56 -0.49 -0.55
H 2.08248 -0.76105 -3.03984 -0.14 0.07 0.09
H 3.78083 -0.52817 -3.32138 -0.01 -0.03 0.01
H 4.87164 1.23115 -2.28885 0.09 0.04 0.11
H 4.22206 1.91055 -0.83599 -0.20 0.15 0.06
C -2.48248 -2.74426 2.12942 -0.12 0.51 -0.13
C -2.77716 -4.15244 1.64562 0.47 -0.09 0.55
O -4.12278 -4.52258 1.92183 -0.08 -0.07 -0.26
H -3.25537 -2.09744 1.71078 0.03 0.11 0.13
H -1.52135 -2.32579 1.81593 0.01 -0.32 -0.23
H -2.50024 -2.63394 3.21852 -0.20 -0.33 0.02
H -2.08329 -4.87393 2.09626 -0.03 0.02 -0.02
H -2.63684 -4.22734 0.56899 -0.18 0.09 -0.07
H -4.24798 -4.60121 2.87118 0.12 0.03 0.03
C 0.64263 -4.16068 0.12218 -0.16 0.17 0.21
C 0.19595 -5.00311 -1.04009 0.63 -0.39 -0.15
O 1.23475 -5.98110 -1.27339 -0.17 0.15 0.16
H 0.75230 -4.77742 1.01499 0.12 0.00 0.00
H -0.07908 -3.37301 0.34386 -0.01 0.01 -0.11
H 1.58636 -3.66982 -0.10859 0.08 -0.04 0.06
H 0.10243 -4.37922 -1.93238 -0.30 -0.03 -0.01
H -0.74091 -5.51777 -0.81011 -0.09 0.12 -0.14
H 0.90149 -6.67714 -1.84490 -0.09 0.07 -0.05
```
Positions in Å, forces in eV/Å.

Computed properties:
Spin multiplicity: 2
HOMO level (spin up / spin down), eV: -8.4 / -8.7
<S²>: 0.782
LUMO level (spin up / spin down), eV: 0.281 / 0.280

Entry 2:
C11H29INO4P | wB97M-V/def2-TZVPD

Geometry as XYZ:
```
47
Properties=species:S:1:pos:R:3:forces:R:3
C 4.61002 -2.60707 -1.60249 -0.17 0.03 -0.10
O 4.12173 -1.35465 -1.18686 -0.20 0.13 0.05
C 2.70126 -1.23560 -1.36292 0.78 -0.31 0.26
C 1.99188 -1.66712 -0.09767 -0.11 0.08 -0.01
C 0.52086 -1.26290 -0.02484 0.25 -0.39 -0.09
C -0.56960 -2.16506 -0.63863 -0.55 0.78 0.43
O -1.55613 -1.36915 -1.28691 0.17 -0.23 0.00
P -1.25813 -1.39808 -3.03581 0.26 0.78 -0.89
O -0.89239 -3.11778 -2.76609 0.32 0.01 -0.23
C -0.12865 -3.23812 -1.65081 -1.05 -0.15 -0.52
I -0.60860 -5.22622 -0.82151 0.30 -0.18 0.15
H 3.98136 -3.42560 -1.25567 -0.10 -0.18 0.17
H 5.60574 -2.74054 -1.19979 0.21 0.03 0.07
H 4.64900 -2.66550 -2.69020 0.06 -0.01 -0.22
H 2.51246 -0.18585 -1.55022 -0.16 0.21 -0.21
H 2.41097 -1.83352 -2.21942 -0.24 0.11 -0.35
H 2.52589 -1.15692 0.70025 0.09 0.04 0.26
H 2.13545 -2.73152 0.06877 -0.04 -0.25 0.06
H 0.39124 -0.30081 -0.49714 0.15 0.30 -0.08
H 0.27205 -1.14027 1.02758 -0.08 0.08 0.19
H -1.10750 -2.62802 0.17972 0.08 -0.34 0.15
H -1.48684 0.04683 -3.11599 -0.19 -0.15 -0.04
H 0.15012 -1.12000 -2.77114 -0.04 -0.03 0.18
H -0.95098 -1.46649 -4.44763 -0.05 -0.07 0.18
H -2.63193 -1.69893 -3.29960 0.00 -0.14 0.35
H 0.93017 -3.28367 -1.86543 0.29 -0.20 0.20
C -0.35115 1.39666 2.41958 -0.02 0.01 0.29
N -1.16230 2.65620 2.28338 0.11 -0.08 -0.01
C -0.42307 3.75523 2.96629 -0.08 0.02 -0.02
C -2.47902 2.46597 2.94789 0.00 -0.02 -0.01
C -1.33790 3.06385 0.83588 -0.05 0.16 -0.10
C -2.13757 2.11330 -0.01693 0.06 -0.59 -0.16
O -1.47043 0.88252 -0.03400 -0.43 0.84 0.29
H -0.05766 1.30718 3.46438 0.01 0.06 0.01
H -0.95283 0.54814 2.12538 0.04 0.00 -0.19
H 0.52485 1.47246 1.78380 -0.01 -0.05 -0.06
H -0.29429 3.49122 4.01193 0.03 0.01 0.03
H -0.99887 4.67310 2.88062 0.02 0.03 0.00
H 0.54505 3.87124 2.48705 0.02 0.02 0.01
H -2.98224 1.61592 2.49974 -0.02 -0.01 -0.02
H -3.07074 3.36947 2.82143 -0.02 0.00 0.02
H -2.30464 2.27384 4.00322 -0.01 0.00 0.03
H -0.32964 3.16638 0.43688 0.01 -0.03 -0.04
H -1.81963 4.04182 0.84650 0.03 0.04 0.07
H -2.19361 2.54899 -1.02061 -0.03 0.14 0.04
H -3.16675 2.00696 0.34947 -0.03 0.16 0.00
H -1.85700 0.25214 -0.68140 0.40 -0.66 -0.13
```
Positions in Å, forces in eV/Å.

Computed properties:
HOMO level, eV: -7.0
LUMO level, eV: -0.666

Entry 3:
C11H29N3S2Zn | wB97M-V/def2-TZVPD

Geometry as XYZ:
```
46
Properties=species:S:1:pos:R:3:forces:R:3
Zn 0.29208 0.25650 0.00216 -0.90 -0.22 0.41
S -0.68322 -2.19876 -0.06108 0.50 -0.40 -0.17
S -0.81343 2.59247 -0.10355 0.70 0.39 -0.26
C 0.65729 -3.45311 -0.05951 0.11 -0.03 -0.11
C -1.22015 -2.20051 -1.80731 -0.12 0.17 -0.30
C -0.58824 -1.04002 -2.59607 -0.10 -0.38 0.12
N -0.82034 0.20601 -1.82702 -0.37 -0.02 -0.56
C -0.60126 1.43047 -2.63624 -0.10 0.29 0.07
C -1.21241 2.62474 -1.88293 -0.24 -0.10 -0.29
H -2.32134 -2.08126 -1.77762 0.54 -0.12 -0.09
H -0.99246 -3.17023 -2.27553 -0.10 0.32 0.29
H -1.01757 -0.98903 -3.62002 0.15 0.01 0.61
H 0.50007 -1.18350 -2.69670 -0.31 0.02 -0.04
H -1.06215 1.33650 -3.64320 0.22 0.09 0.59
H 0.48128 1.56891 -2.77115 -0.23 -0.07 -0.03
H -2.31816 2.56915 -1.93786 0.55 0.11 0.04
H -0.89565 3.58510 -2.31830 -0.17 -0.35 0.20
C 0.71701 3.61237 -0.02044 -0.05 0.16 -0.06
H -1.80910 0.20450 -1.50973 0.58 0.00 -0.28
H 1.51068 3.28693 -0.71852 -0.53 0.13 0.25
H 1.10658 3.55121 1.01094 -0.23 0.10 -0.42
H 0.42561 4.65321 -0.22261 0.28 -0.36 0.08
H 1.06759 -3.48210 0.96071 -0.23 -0.11 -0.42
H 1.47415 -3.22102 -0.76494 -0.46 -0.05 0.23
H 0.22039 -4.43284 -0.29399 0.15 0.34 0.07
C -3.41549 -0.13732 0.59309 -0.08 0.08 0.74
C -2.78664 -0.14408 1.78540 -0.76 -0.09 -0.67
H -3.67255 -1.06416 0.05416 0.37 0.46 0.27
H -3.86267 0.79340 0.20332 0.30 -0.51 0.20
H -2.43931 -1.06935 2.26311 -0.14 0.38 -0.29
H -2.74783 0.77387 2.38342 0.09 -0.26 -0.27
N 2.34272 0.01335 -0.01400 -0.48 -0.08 -0.37
C 2.84383 -0.82794 1.15096 0.48 -0.07 -0.46
C 1.80626 -1.17250 2.21546 0.05 0.46 0.26
C 1.27604 0.03354 2.97493 -0.24 0.51 0.50
N 0.27795 0.75451 2.11902 -0.34 0.96 0.10
H 2.79825 0.92369 -0.03274 0.07 -0.17 0.09
H 2.57922 -0.42361 -0.91286 0.14 0.12 0.54
H 3.23783 -1.74726 0.69778 0.01 0.23 0.30
H 3.68504 -0.26948 1.59059 -0.26 -0.39 -0.03
H 0.94101 -1.68958 1.78168 0.36 0.11 0.25
H 2.26157 -1.84075 2.94907 0.14 -0.12 -0.22
H 0.80293 -0.27610 3.92864 0.22 0.14 -0.61
H 2.05809 0.77505 3.24290 -0.21 -0.68 -0.11
H -0.65625 0.82658 2.56982 0.87 -0.31 -0.49
H 0.57275 1.74246 2.02677 -0.24 -0.74 0.30
```
Positions in Å, forces in eV/Å.

Computed properties:
HOMO level, eV: -15.7
Charge: +2
LUMO level, eV: -5.794

Number 1: total energy -3987.2147 Ha, F_max 4.377 eV Å⁻¹. Number 2: total energy -1431.0913 Ha, F_max 1.214 eV Å⁻¹. Number 3: total energy -3175.9770 Ha, F_max 1.047 eV Å⁻¹.